1.
{
  "formula": "C27H40F5N4S2Si4TeZr",
  "method": "ωB97M-V/def2-TZVPD",
  "elements": ["Zr", "F", "C", "C", "F", "C", "F", "C", "S", "C", "F", "C", "F", "C", "C", "C", "C", "C", "C", "C", "C", "N", "H", "H", "H", "H", "H", "H", "C", "Si", "C", "C", "Si", "Te", "Si", "C", "C", "C", "Si", "C", "C", "C", "H", "H", "H", "H", "H", "H", "H", "H", "H", "H", "H", "H", "H", "H", "H", "H", "H", "H", "H", "H", "H", "H", "H", "H", "H", "H", "H", "C", "C", "C", "N", "N", "C", "N", "S", "H", "H", "H", "H", "H", "H", "H"],
  "positions_angstrom": [[-0.997, -0.343, 0.311], [1.202, 4.999, -0.883], [0.566, 4.133, -0.114], [-0.412, 3.319, -0.650], [-0.745, 3.398, -1.935], [-1.030, 2.405, 0.182], [-2.091, 1.654, -0.288], [-0.710, 2.220, 1.526], [-1.531, 0.999, 2.435], [0.283, 3.066, 2.031], [0.647, 2.949, 3.295], [0.893, 4.017, 1.236], [1.816, 4.812, 1.743], [-2.038, -2.154, 0.885], [-2.519, -2.295, -0.501], [-1.678, -2.853, -1.483], [-2.125, -3.044, -2.774], [-3.421, -2.667, -3.127], [-4.252, -2.067, -2.179], [-3.800, -1.870, -0.891], [-3.875, -2.871, -4.467], [-4.212, -3.007, -5.557], [-1.419, -2.989, 1.194], [-2.843, -1.958, 1.594], [-0.687, -3.193, -1.199], [-1.491, -3.503, -3.522], [-5.256, -1.773, -2.458], [-4.467, -1.441, -0.153], [0.758, -5.267, 1.214], [0.615, -4.666, 3.009], [-1.225, -4.617, 3.494], [1.448, -5.927, 4.141], [1.723, -2.598, 3.362], [1.442, -0.836, 1.429], [4.074, -2.909, 3.282], [4.522, -3.894, 4.831], [5.047, -1.290, 3.283], [4.568, -3.912, 1.755], [0.949, -1.578, 5.363], [1.787, 0.102, 5.543], [1.402, -2.689, 6.823], [-0.939, -1.399, 5.320], [0.133, -6.148, 1.050], [1.788, -5.543, 0.980], [0.458, -4.502, 0.493], [-1.853, -5.133, 2.766], [-1.601, -3.601, 3.606], [-1.370, -5.112, 4.458], [0.845, -6.834, 4.224], [1.576, -5.524, 5.149], [2.433, -6.216, 3.770], [4.390, -3.292, 5.732], [5.565, -4.217, 4.802], [3.903, -4.787, 4.935], [4.931, -0.761, 4.231], [4.716, -0.620, 2.486], [6.111, -1.484, 3.141], [4.141, -4.917, 1.785], [5.654, -4.017, 1.703], [4.236, -3.433, 0.831], [2.869, -0.013, 5.640], [1.427, 0.634, 6.427], [1.596, 0.734, 4.674], [2.460, -2.957, 6.809], [0.822, -3.614, 6.815], [1.203, -2.181, 7.769], [-1.336, -1.603, 4.326], [-1.249, -0.389, 5.591], [-1.416, -2.094, 6.015], [-2.850, 0.460, -4.728], [-1.758, 1.391, -4.195], [-0.754, 0.673, -3.356], [-0.937, 0.285, -2.146], [0.171, -0.270, -1.561], [1.214, -0.350, -2.363], [2.375, -0.877, -1.992], [0.858, 0.306, -3.934], [-3.573, 1.034, -5.305], [-3.375, -0.010, -3.902], [-2.434, -0.318, -5.369], [-2.211, 2.171, -3.583], [-1.241, 1.871, -5.027], [2.458, -1.177, -1.023], [3.184, -0.851, -2.585]],
  "forces_ev_per_a": [[-0.17, 0.15, 0.67], [0.06, 0.12, -0.05], [-0.09, -0.17, 0.08], [-0.05, -0.08, -0.04], [-0.02, 0.15, -0.08], [-0.12, 0.22, 0.41], [-0.05, 0.54, -0.17], [0.11, 0.47, -0.50], [-0.48, -0.62, 0.13], [-0.06, -0.29, -0.14], [0.07, 0.08, 0.13], [-0.05, -0.05, -0.05], [0.13, 0.06, 0.03], [-0.17, -0.15, 0.33], [-0.16, -0.34, -0.29], [-0.07, 0.04, 0.21], [-0.07, 0.03, -0.23], [0.19, 0.08, 0.39], [-0.02, 0.01, -0.14], [0.06, 0.07, 0.04], [-0.09, -0.01, -0.32], [0.01, 0.01, 0.07], [0.08, -0.01, 0.14], [0.03, -0.05, 0.07], [0.01, -0.02, 0.00], [0.03, -0.02, 0.04], [0.00, -0.01, 0.00], [0.02, 0.00, 0.02], [0.12, 0.19, 0.20], [-0.32, -0.38, -0.24], [0.22, 0.21, 0.05], [0.12, 0.21, -0.07], [-0.09, 0.25, -0.06], [0.71, -0.67, 0.22], [0.39, -0.13, 0.04], [-0.11, 0.08, -0.10], [-0.33, -0.07, 0.01], [-0.23, 0.11, 0.14], [-0.10, 0.15, 0.21], [-0.03, -0.18, -0.12], [0.12, 0.03, -0.25], [0.16, -0.01, -0.09], [-0.03, 0.00, 0.06], [0.00, 0.03, 0.00], [-0.02, 0.03, 0.03], [0.06, -0.03, -0.06], [-0.06, -0.01, -0.05], [0.05, 0.00, 0.00], [-0.07, 0.03, -0.07], [-0.02, -0.03, 0.01], [0.00, 0.01, 0.01], [0.02, 0.01, -0.03], [0.02, 0.04, -0.06], [0.03, 0.02, 0.01], [-0.02, 0.00, -0.01], [0.02, 0.00, 0.00], [0.00, -0.08, -0.01], [-0.02, 0.01, 0.00], [0.02, 0.03, 0.06], [-0.02, 0.00, 0.00], [-0.01, 0.00, 0.00], [-0.04, -0.06, 0.03], [-0.02, -0.02, -0.02], [-0.03, 0.00, 0.04], [-0.01, 0.01, -0.02], [-0.05, 0.05, -0.03], [-0.04, 0.07, -0.06], [0.05, 0.05, 0.02], [0.05, -0.02, -0.01], [0.06, 0.06, -0.02], [-0.18, -0.18, -0.16], [0.11, -0.01, 0.08], [0.07, 0.00, -0.12], [0.30, -0.02, -0.52], [0.04, 0.02, -0.06], [-0.11, 0.01, -0.08], [-0.08, -0.03, 0.26], [0.03, -0.02, -0.04], [-0.03, -0.04, 0.04], [-0.04, -0.02, -0.01], [0.10, 0.04, 0.02], [0.00, 0.08, 0.04], [0.08, -0.01, 0.04], [0.02, 0.00, -0.03]],
  "lowdin_charge": [1.1551, 0.1583, -0.1264, -0.1412, 0.1326, -0.2788, -0.0669, -0.6166, 0.6292, -0.2310, 0.1224, -0.1232, 0.1638, -0.2725, -0.3813, -0.0533, -0.0044, -0.2328, -0.0110, -0.0181, -0.1852, 0.1906, 0.0386, 0.0794, 0.1101, 0.1306, 0.1323, 0.1272, -0.2088, 0.3694, -0.2074, -0.2165, 0.1816, 0.5341, 0.3318, -0.2075, -0.2140, -0.2125, 0.3629, -0.2086, -0.2071, -0.2142, 0.0370, 0.0204, -0.0058, 0.0333, -0.0114, 0.0357, 0.0393, 0.0200, 0.0251, 0.0188, 0.0390, 0.0086, 0.0223, 0.0078, 0.0350, 0.0176, 0.0347, 0.0168, 0.0226, 0.0385, 0.0060, 0.0084, 0.0257, 0.0382, -0.0186, 0.0278, 0.0357, -0.0699, -0.2179, -0.5621, -0.0414, -0.2091, -0.6577, 0.1332, 1.1785, 0.0892, 0.0579, 0.0822, 0.1141, 0.1146, -0.0191, 0.1186],
  "spin_multiplicity": 1,
  "energy_ev": -109948.3012,
  "charge": 1,
  "gap_ev": 6.784,
  "homo_energy_ha": -0.3794,
  "lumo_ev": -3.54,
  "e_above_lowest_kj_mol": 21.3
}

***

2.
{
  "formula": "C27H41AlClN3O7S",
  "method": "ωB97M-V/def2-TZVPD",
  "elements": ["O", "C", "C", "C", "H", "C", "H", "C", "H", "C", "H", "C", "H", "H", "C", "C", "H", "H", "H", "C", "C", "H", "H", "H", "H", "Al", "Cl", "C", "O", "N", "C", "C", "H", "H", "H", "H", "H", "H", "H", "H", "H", "C", "C", "N", "H", "C", "O", "H", "H", "H", "H", "H", "H", "C", "C", "N", "H", "C", "O", "H", "H", "H", "H", "C", "C", "C", "C", "C", "C", "C", "S", "O", "O", "O", "H", "H", "H", "H", "H", "H", "H"],
  "positions_angstrom": [[-3.321, 1.786, 1.731], [-3.168, 2.550, 0.758], [-3.671, 2.420, -0.636], [-3.494, 1.323, -1.490], [-2.749, 0.548, -1.321], [-4.320, 1.213, -2.621], [-4.304, 0.321, -3.271], [-5.221, 2.249, -2.948], [-5.954, 2.150, -3.768], [-5.041, 3.485, -2.313], [-5.589, 4.359, -2.683], [-4.171, 3.598, -1.241], [-3.883, 4.574, -0.849], [-2.380, 3.369, 0.884], [0.845, 3.992, 0.114], [0.938, 2.887, -0.892], [0.614, 4.908, -0.441], [1.691, 4.264, 0.781], [-0.058, 3.850, 0.729], [0.308, 2.976, -2.090], [0.547, 4.040, -3.101], [-0.409, 2.220, -2.419], [-0.407, 4.528, -3.355], [0.925, 3.622, -4.042], [1.268, 4.775, -2.721], [1.305, 1.202, -0.075], [3.000, 1.972, -1.271], [3.089, -0.898, -0.458], [2.528, -0.224, 0.482], [3.868, -1.930, -0.211], [4.167, -2.271, 1.179], [4.591, -2.563, -1.321], [2.909, -0.664, -1.507], [3.462, -1.750, 1.835], [5.196, -1.991, 1.420], [4.094, -3.345, 1.360], [4.058, -2.341, -2.260], [4.646, -3.649, -1.182], [5.615, -2.161, -1.357], [-4.964, -1.550, 1.415], [-3.456, -3.307, 0.868], [-4.214, -0.882, 0.969], [-2.569, -2.669, 0.759], [-2.885, -1.363, 1.302], [-4.349, 0.130, 1.349], [-2.005, -0.689, 2.090], [-0.794, -0.915, 2.177], [-1.726, -3.100, 1.295], [-2.488, 0.130, 2.662], [-4.351, -0.877, -0.122], [-2.322, -2.587, -0.309], [2.823, 2.212, 4.551], [0.419, 2.080, 5.749], [2.291, 2.792, 3.787], [0.052, 2.654, 4.883], [0.884, 2.377, 3.729], [2.805, 2.653, 2.832], [0.365, 1.806, 2.657], [1.115, 1.622, 1.641], [-0.962, 2.336, 4.611], [-0.691, 1.508, 2.622], [2.350, 3.848, 4.073], [0.078, 3.735, 5.104], [2.668, -6.253, -0.349], [1.897, -5.031, -0.752], [1.375, -4.182, 0.226], [0.774, -2.977, -0.116], [0.672, -2.609, -1.457], [1.084, -3.511, -2.452], [1.716, -4.696, -2.097], [-0.038, -1.030, -1.949], [0.756, -0.701, -3.104], [-1.466, -1.182, -2.076], [0.182, -0.003, -0.828], [3.548, -5.991, 0.256], [2.051, -6.937, 0.247], [3.013, -6.786, -1.238], [1.450, -4.466, 1.278], [0.362, -2.311, 0.645], [0.923, -3.292, -3.502], [2.103, -5.382, -2.854]],
  "forces_ev_per_a": [[-0.21, 2.17, -2.31], [2.31, -0.88, 1.23], [0.66, 0.72, -0.64], [-1.03, -0.64, -0.03], [-0.33, -0.04, 0.39], [-0.49, 0.34, -0.40], [0.26, 0.49, 0.57], [0.66, -0.11, 0.05], [0.56, -0.02, 0.54], [-0.29, 0.05, -0.56], [0.37, -0.28, 0.15], [-0.46, -0.37, 0.69], [-0.50, -0.20, 0.28], [-1.15, -0.23, -0.06], [0.87, 2.18, -0.72], [-4.84, -0.27, 0.78], [0.10, 0.40, 0.17], [-0.16, -0.55, -0.24], [0.34, -0.26, 0.03], [-0.05, 0.19, 0.49], [-0.67, 0.74, 0.07], [0.80, -0.65, -0.22], [0.24, 0.27, -0.14], [0.13, -0.01, 0.19], [-0.18, 0.01, -0.22], [0.49, -0.85, -1.17], [3.34, -0.65, -0.41], [-0.97, 0.76, 1.47], [0.52, -1.13, -1.37], [0.13, 0.00, 0.15], [0.21, -0.11, 0.00], [0.02, 0.15, 0.16], [0.04, 0.09, 0.03], [0.27, -0.11, -0.26], [-0.08, 0.18, 0.01], [-0.18, -0.02, -0.29], [0.30, -0.11, 0.41], [-0.17, 0.28, 0.04], [-0.26, -0.14, -0.12], [0.05, 0.10, -0.15], [0.22, 0.06, 0.03], [-0.34, -0.12, 0.39], [0.17, 0.09, -0.47], [0.51, 0.03, 0.49], [-0.06, -0.37, -0.14], [-0.21, -0.10, -0.44], [-0.77, -0.18, 0.17], [-0.05, 0.01, -0.01], [0.24, -0.38, -0.31], [0.10, -0.02, 0.29], [-0.02, -0.12, 0.24], [-0.21, 0.01, -0.09], [-0.24, 0.28, -0.24], [0.18, 0.03, 0.12], [-0.07, -0.07, 0.07], [-0.06, -0.01, -0.31], [-0.39, -0.03, 0.15], [1.81, -0.04, -1.70], [-1.31, -0.16, 2.41], [0.16, 0.20, 0.42], [0.35, 0.19, 0.28], [-0.14, -0.17, -0.10], [-0.11, -0.46, -0.02], [0.04, -0.26, -0.03], [-0.02, 0.34, 0.11], [-0.05, 0.06, 0.02], [-0.27, 0.21, -0.06], [-0.22, -0.42, 0.33], [-0.02, 0.37, 0.04], [0.06, -0.10, 0.31], [0.39, 0.81, 0.32], [-0.35, 0.10, 0.04], [0.09, -0.28, -0.23], [-0.13, -1.46, -0.51], [-0.20, -0.05, -0.13], [0.13, 0.11, -0.10], [0.01, -0.05, 0.15], [0.02, 0.10, -0.23], [0.25, -0.09, -0.07], [0.10, 0.20, 0.16], [-0.22, 0.29, 0.09]],
  "lowdin_charge": [-0.0335, -0.1377, -0.1752, -0.0273, 0.0904, -0.0584, 0.1173, -0.0768, 0.1089, -0.0934, 0.1071, -0.0410, 0.1177, 0.1353, -0.1379, -0.5153, 0.0674, 0.0737, 0.0507, -0.2666, -0.1289, 0.0822, 0.0606, 0.0692, 0.0708, -0.3255, 0.4958, -0.2736, -0.0426, -0.1345, -0.0086, -0.0073, 0.1104, 0.0984, 0.0973, 0.0822, 0.1044, 0.0879, 0.0984, 0.0915, 0.0928, -0.0558, -0.0390, -0.1615, 0.0630, -0.3086, -0.0156, 0.0803, 0.1187, 0.0897, 0.0789, 0.1003, 0.1026, 0.0046, -0.0222, -0.1444, 0.1005, -0.1347, 0.0263, 0.0972, 0.1378, 0.1001, 0.1026, -0.0542, -0.2899, -0.0432, -0.0664, -0.2504, -0.0416, -0.0426, 0.5637, -0.2829, -0.3002, -0.2328, 0.0766, 0.0858, 0.0752, 0.1232, 0.0966, 0.1198, 0.1161],
  "spin_multiplicity": 1,
  "energy_ev": -77422.6852,
  "gap_ev": 5.720,
  "homo_energy_ha": -0.2049,
  "lumo_ev": 0.14
}